Record 1
{"formula": "C4H7O", "method": "ωB97M-V/def2-TZVPD", "spin_multiplicity": 3, "e_tot_ha": -231.18242, "total_charge": 1, "s_squared": 2.012, "e_homo_ev": [-13.10, -15.99], "symbols": ["C", "C", "C", "C", "O", "H", "H", "H", "H", "H", "H", "H"], "positions_angstrom": [[1.224, 1.022, -1.024], [0.958, 0.916, 0.267], [-0.141, 0.391, -1.258], [-0.858, -0.775, 0.785], [-0.390, 0.422, 0.214], [1.844, 1.265, -1.760], [1.666, 1.340, 2.043], [-0.729, 0.916, -2.013], [-0.192, -0.747, -1.372], [-1.730, -1.086, 0.213], [-0.113, -1.461, 1.288], [-1.448, -0.409, 1.708]]}

***

Record 2
{"formula": "C4H7O2", "method": "ωB97M-V/def2-TZVPD", "spin_multiplicity": 1, "smiles": "O=CCCC[O-]", "e_tot_ha": -307.06532, "total_charge": -1, "e_homo_ev": -2.43, "symbols": ["O", "C", "C", "C", "C", "O", "H", "H", "H", "H", "H", "H", "H"], "positions_angstrom": [[0.576, -2.585, 1.461], [0.228, -1.435, 1.315], [0.750, -0.512, 0.259], [0.013, 0.818, 0.104], [-0.746, 0.894, -1.263], [-1.301, 2.080, -1.528], [-0.513, -1.012, 2.024], [1.823, -0.401, 0.473], [0.748, -1.069, -0.685], [0.667, 1.692, 0.177], [-0.779, 0.901, 0.859], [-1.498, 0.059, -1.182], [0.031, 0.571, -2.015]]}